Record 1
16
Properties=species:S:1:pos:R:3 method="wB97M-V/def2-TZVPD" total_energy_ev=-18561.5970 homo_ev=-8.8 mol_weight_g_mol=119.19 homo_lumo_gap_ev=9.756 smiles="NCC(CN)=NS"
N 1.41 -0.08 -1.48
C 0.32 0.80 -1.10
C -0.12 0.50 0.32
C -0.76 -0.82 0.63
N -1.16 -1.50 -0.58
N 0.13 1.38 1.22
S -0.30 1.11 2.87
H 2.26 0.11 -0.92
H 1.59 0.11 -2.46
H -0.58 0.53 -1.69
H 0.57 1.85 -1.19
H -0.10 -1.40 1.26
H -1.68 -0.64 1.21
H -1.62 -2.33 -0.29
H -0.36 -1.78 -1.14
H 0.42 2.16 3.35

---

Record 2
17
Properties=species:S:1:pos:R:3 method="wB97M-V/def2-TZVPD" total_energy_ev=-29389.8673 spin_multiplicity=3 homo_ev="-7.1 / -8.6" mol_weight_g_mol=151.26 homo_lumo_gap_ev="7.716 / 5.242"
C 0.80 0.86 0.64
C -0.12 0.79 -2.48
C -1.20 -1.68 1.89
N -0.47 -0.34 -1.72
N -0.97 -1.27 0.55
N 2.18 0.41 0.18
S 0.60 2.17 1.60
S -0.59 -0.03 -0.18
H -1.06 1.40 -2.91
H 0.44 0.44 -3.46
H 0.54 1.36 -1.83
H -0.67 -0.95 2.58
H -0.72 -2.59 2.12
H -2.24 -1.78 2.15
H 2.91 0.88 0.69
H 2.13 -0.61 0.06
H -1.55 0.94 0.12

---

Record 3
16
Properties=species:S:1:pos:R:3 method="wB97M-V/def2-TZVPD" total_energy_ev=-9207.2684 total_charge=+1 homo_ev=-13.3 mol_weight_g_mol=101.13 homo_lumo_gap_ev=9.864
C 0.51 0.94 0.12
C -1.45 -0.62 0.06
C 0.67 -0.45 0.51
N -0.54 1.65 -0.13
N 1.70 1.59 -0.05
N 1.46 -1.18 -0.35
N -1.75 0.81 -0.12
H -1.41 -1.02 -0.88
H -1.94 -1.27 0.67
H 0.73 -0.47 1.54
H 2.52 1.26 0.42
H 1.76 2.58 -0.02
H 1.07 -1.45 -1.20
H 2.19 -1.78 -0.07
H -2.36 0.82 -1.02
H -2.21 1.02 0.75

---

Record 4
16
Properties=species:S:1:pos:R:3 method="wB97M-V/def2-TZVPD" total_energy_ev=-9204.2937 total_charge=+1 spin_multiplicity=3 homo_ev="-9.5 / -15.2" mol_weight_g_mol=101.13 homo_lumo_gap_ev="6.142 / 7.357"
C 1.40 -0.72 -0.47
C 1.24 1.52 0.20
C -3.23 -0.77 0.06
N 0.66 0.26 -0.23
N -1.48 1.04 -0.22
N 2.71 -0.81 -0.09
N -2.20 0.19 -0.04
H 0.96 -1.67 -0.80
H 1.69 2.09 -0.58
H 0.36 2.14 0.48
H 1.97 1.20 0.99
H -4.11 -0.19 -0.15
H -3.30 -1.00 1.06
H -3.04 -1.73 -0.65
H 3.30 -1.62 0.06
H 3.09 0.06 0.39

---

Record 5
16
Properties=species:S:1:pos:R:3 method="wB97M-V/def2-TZVPD" total_energy_ev=-9203.4264 total_charge=+1 spin_multiplicity=3 homo_ev="-10.1 / -14.3" mol_weight_g_mol=101.13 homo_lumo_gap_ev="6.906 / 7.566"
C 0.23 -1.12 -0.12
C 2.93 -0.33 0.04
C -2.69 0.65 0.23
N 0.96 -0.03 -0.22
N -1.06 -0.93 -0.31
N 3.64 0.77 -0.14
N -1.50 0.30 -0.59
H 0.54 -2.03 0.39
H 3.17 -1.25 0.36
H -3.10 1.57 -0.14
H -3.40 -0.11 -0.10
H -2.37 0.44 1.22
H -1.83 -1.50 0.05
H 3.23 1.73 -0.22
H 4.70 0.57 0.02
H -0.76 0.92 -0.37

---

Record 6
19
Properties=species:S:1:pos:R:3 method="wB97M-V/def2-TZVPD" total_energy_ev=-15350.4724 total_charge=+1 homo_ev="-13.9 / -13.9" mol_weight_g_mol=149.13 homo_lumo_gap_ev="9.330 / 9.329"
C 1.91 1.45 -0.06
C -2.85 -1.27 0.66
C -1.53 -1.31 -0.17
N 2.80 2.44 0.03
N 0.77 1.75 -0.78
N 1.42 -1.50 0.07
N -0.41 -1.93 0.15
O 1.92 -2.15 0.84
O 1.88 0.38 0.60
O -1.43 -0.50 -1.16
H -3.50 -2.12 0.25
H -2.45 -1.37 1.69
H -3.22 -0.31 0.54
H 2.78 3.36 -0.31
H 3.49 2.18 0.75
H 0.90 2.44 -1.44
H 0.17 0.97 -1.22
H -0.53 -2.64 0.80
H -2.12 0.14 -1.24

---

Record 7
17
Properties=species:S:1:pos:R:3 method="wB97M-V/def2-TZVPD" total_energy_ev=-20042.9470 total_charge=+1 homo_ev=-12.2 mol_weight_g_mol=133.20 homo_lumo_gap_ev=8.664
C -3.26 0.46 -0.64
C 0.93 -0.81 0.50
C 1.58 1.25 -0.98
N -2.17 0.26 -0.15
N -1.17 0.06 0.36
N 1.15 -0.28 1.78
N 1.37 -0.19 -0.65
S 0.44 -2.41 0.15
H -3.91 -0.44 -1.06
H -3.53 1.53 -0.69
H 0.68 1.59 -1.49
H 1.80 1.80 -0.07
H 2.48 1.25 -1.60
H 1.69 0.56 2.06
H 0.90 -0.93 2.49
H 0.98 -0.68 -1.46
H 0.04 -3.02 1.45

---

Record 8
17
Properties=species:S:1:pos:R:3 method="wB97M-V/def2-TZVPD" total_energy_ev=-20043.3794 total_charge=+1 homo_ev=-13.8 mol_weight_g_mol=133.20 homo_lumo_gap_ev=10.223
C 0.56 0.30 1.11
C -0.86 0.60 1.50
C -1.86 -0.25 1.26
N 0.63 -1.18 -2.19
N -1.03 0.80 -2.31
N 0.77 0.28 -0.17
N 1.53 0.54 1.94
S -0.63 -0.39 -1.47
H 0.95 -2.04 -1.84
H -0.93 1.40 2.17
H -2.85 0.03 1.57
H -1.76 -1.16 0.68
H 0.65 -1.09 -3.18
H -0.74 1.29 -3.15
H 1.74 0.12 -0.60
H 1.37 0.55 2.98
H 2.47 0.19 1.70

---

Record 9
17
Properties=species:S:1:pos:R:3 method="wB97M-V/def2-TZVPD" total_energy_ev=-10701.6986 homo_ev="-6.8 / -6.8" mol_weight_g_mol=115.14 homo_lumo_gap_ev="7.494 / 7.493"
C 1.02 0.41 -0.28
C 0.56 -1.61 2.53
C -1.79 1.79 -1.93
N 0.68 0.00 0.98
N 0.17 1.05 -1.06
N 0.78 -2.16 0.27
N 0.74 -1.28 1.18
N -1.13 1.06 -0.91
H 2.05 0.19 -0.59
H 1.37 -2.20 3.01
H 0.47 -0.68 3.07
H -0.31 -2.14 2.61
H -2.65 2.29 -1.47
H -1.05 2.27 -2.56
H -2.35 1.07 -2.44
H 0.63 1.58 -1.80
H 0.82 -1.65 -0.62

---

Record 10
14
Properties=species:S:1:pos:R:3 method="wB97M-V/def2-TZVPD" total_energy_ev=-6793.6247 homo_ev=-8.3 mol_weight_g_mol=75.11 homo_lumo_gap_ev=9.219 smiles="C=CO.CN"
C -2.25 -0.77 -0.01
C -2.02 0.42 0.53
O -0.94 1.19 0.38
H -3.09 -1.37 0.30
H -1.58 -1.24 -0.72
H -2.76 0.82 1.22
H -0.19 0.70 -0.07
C 2.15 0.33 0.14
N 1.09 -0.28 -0.68
H 1.97 0.07 1.18
H 2.12 1.42 0.08
H 3.15 0.04 -0.17
H 1.26 -0.05 -1.65
H 1.10 -1.28 -0.56

---

Record 11
14
Properties=species:S:1:pos:R:3 method="wB97M-V/def2-TZVPD" total_energy_ev=-6792.4255 homo_ev=-9.5 mol_weight_g_mol=75.11 homo_lumo_gap_ev=10.427 smiles="C=C.NCO"
C -0.99 -1.39 1.61
C -2.12 -2.02 1.29
H 0.02 -1.79 1.59
H -0.96 -0.30 1.66
H -2.13 -3.03 1.71
H -2.94 -1.54 0.78
N 1.50 1.27 -1.99
C 0.76 1.15 -0.78
O 1.31 1.87 0.34
H 0.90 1.31 -2.81
H 2.14 0.51 -2.15
H 0.50 0.17 -0.40
H -0.19 1.67 -0.93
H 2.20 2.13 0.08

---

Record 12
14
Properties=species:S:1:pos:R:3 method="wB97M-V/def2-TZVPD" total_energy_ev=-6792.9140 homo_ev=-9.6 mol_weight_g_mol=75.11 homo_lumo_gap_ev=10.280 smiles="C=N.CCO"
C 1.06 1.89 1.67
N 1.36 1.74 0.44
H 0.31 1.32 2.21
H 1.43 2.77 2.21
H 1.56 2.67 0.08
C -1.49 -1.77 -0.71
C -0.14 -1.06 -0.60
O -0.01 -0.01 -1.53
H -2.22 -1.02 -1.02
H -1.65 -2.27 0.23
H -1.47 -2.50 -1.52
H -0.05 -0.61 0.39
H 0.68 -1.80 -0.69
H 0.61 0.64 -1.16